1.
DFT (ωB97M-V/def2-TZVPD) results for C23H25FIN5PS as an isolated structure.

Geometry as ORCA input:
```
! wB97M-V def2-TZVPD RIJCOSX def2/J DEFGRID3
* xyz 1 1
F -3.02846 3.81443 -3.19518
C -3.38864 2.51256 -3.18224
C -2.26764 1.59167 -3.75692
P -2.47179 -0.09979 -3.07590
I -3.64317 -1.45162 -4.68993
N -0.92006 -0.68901 -2.78175
C -0.92656 -1.40256 -1.76012
S -0.56159 -2.31379 -0.60001
H -4.26462 2.34658 -3.81319
H -3.60486 2.16170 -2.16921
H -1.31018 1.99580 -3.41620
H -2.27686 1.55220 -4.84416
H -3.25724 0.05086 -1.91768
N 3.00061 2.70309 0.04254
C 3.02260 2.22210 1.28583
C 2.33091 1.09033 1.68885
C 1.56832 0.41928 0.74889
C 1.53035 0.90482 -0.54780
C 2.26120 2.04393 -0.84617
H 3.63085 2.77930 1.98935
H 2.39002 0.74548 2.71167
H 1.01429 -0.46825 1.02502
H 0.95063 0.41327 -1.31489
H 2.26386 2.45627 -1.85004
N -3.81080 1.69705 1.95584
C -3.66205 2.95006 1.52266
C -4.71855 3.82425 1.31726
C -6.00332 3.37342 1.57360
C -6.17890 2.07503 2.02276
C -5.05458 1.28241 2.19690
H -2.63818 3.25583 1.33405
H -4.53821 4.83133 0.96686
H -6.85503 4.02499 1.42633
H -7.16470 1.68461 2.23448
H -5.14485 0.26075 2.54968
N -0.69627 -4.94507 1.10345
C -0.65942 -5.40310 2.35531
C -1.33842 -6.53293 2.78133
C -2.10210 -7.22769 1.85900
C -2.15506 -6.76836 0.55343
C -1.43690 -5.62968 0.23021
H -0.05086 -4.82856 3.04418
H -1.26910 -6.85908 3.80945
H -2.64775 -8.11490 2.15274
H -2.73937 -7.28183 -0.19744
H -1.44774 -5.23752 -0.78236
N 6.39218 0.68337 -1.33057
C 5.90694 1.58045 -0.46991
C 6.64945 2.13663 0.56046
C 7.96759 1.73881 0.71034
C 8.48860 0.80729 -0.17220
C 7.66253 0.31480 -1.17082
H 4.87458 1.85960 -0.62212
H 6.20511 2.86350 1.22717
H 8.58062 2.14921 1.50282
H 9.51263 0.47000 -0.08984
H 8.02995 -0.41335 -1.88581
*
```

Output
LUMO in eV: -4.771
Frontier orbital gap in eV: 6.10
Maximum force in eV/Å: 2.56
HOMO level in eV: -10.9
Energy in Ha: -2302.01847



2.
DFT (ωB97M-V/def2-TZVPD) results for a 2-piece molecular cluster, C5H15NO2 overall.

Geometry as ORCA input:
```
! wB97M-V def2-TZVPD RIJCOSX def2/J DEFGRID3
* xyz 0 1
C 0.74348 1.39044 -2.96443
C 0.01872 0.18695 -2.35680
N -0.34788 0.42692 -0.98220
C 0.63011 -0.05323 0.00784
C 0.03896 0.00842 1.38380
C 1.00531 -0.43952 2.49425
O -0.50245 1.30136 1.67874
H -0.01628 2.11574 -3.23643
H 1.32286 1.92621 -2.21607
H 1.36491 1.23712 -3.83837
H 0.65348 -0.69420 -2.44354
H -0.82698 -0.05807 -2.99710
H -1.25699 0.04119 -0.75849
H 1.43455 0.68453 -0.00733
H 1.00079 -1.04215 -0.25879
H -0.86944 -0.61209 1.44286
H 0.78782 -1.47960 2.73576
H 0.73903 0.16908 3.33668
H 2.03493 -0.27770 2.20040
H -0.51610 1.82019 0.85787
O -2.82451 -2.05068 1.98126
H -2.37515 -2.48575 2.71612
H -2.23919 -2.11517 1.22395
*
```

Output
LUMO in eV: 0.682
Frontier orbital gap in eV: 9.91
Maximum force in eV/Å: 1.37
Structure (SMILES): CCNC[C@@H](C)O.O
HOMO level in eV: -9.2
Energy in Ha: -404.71064



3.
DFT (ωB97M-V/def2-TZVPD) results for a 3-piece molecular cluster, C2H9NO3 overall.

Geometry as ORCA input:
```
! wB97M-V def2-TZVPD RIJCOSX def2/J DEFGRID3
* xyz 0 1
C -1.25286 0.74030 -3.36971
N -1.24899 -0.58617 -2.58180
C -0.32238 -0.70098 -1.41686
O -0.50068 -0.06454 -0.39470
H -2.13405 1.34126 -3.21133
H -0.65198 1.55680 -2.91668
H -1.21173 0.58979 -4.49447
H -1.04005 -1.39356 -3.21953
H 0.35628 -1.53903 -1.49542
O 0.95926 0.73768 2.60325
H 0.83521 0.20074 1.83229
H 0.12097 0.62623 2.96978
O 2.00592 -0.77105 5.52505
H 1.46610 0.02669 5.39614
H 2.61898 -0.76416 4.77400
*
```

Output
LUMO in eV: 0.582
Frontier orbital gap in eV: 10.65
Maximum force in eV/Å: 3.66
Structure (SMILES): CNC=O.O.O
HOMO level in eV: -10.1
Energy in Ha: -362.02939



4.
DFT (ωB97M-V/def2-TZVPD) results for a 2-piece molecular cluster, C27H55Cl2N6O3P2S overall.

Geometry as ORCA input:
```
! wB97M-V def2-TZVPD RIJCOSX def2/J DEFGRID3
* xyz 1 1
C 3.64944 -1.33322 3.73358
C 3.15398 0.03517 4.23356
C 4.34882 0.95638 4.59587
C 4.24305 2.36313 3.97497
C 5.42324 2.72737 3.06926
C 5.11953 3.97101 2.22101
C 4.65760 3.69218 0.77373
C 4.12532 2.27557 0.52191
C 3.21130 2.23031 -0.68830
C 2.87549 0.80886 -1.23218
C 3.30462 -0.38402 -0.36132
C 2.39610 -1.61769 -0.63364
C 1.66861 -2.14353 0.60726
C 0.94951 -1.07041 1.40680
C -0.12633 -0.34234 0.58425
N -1.35032 -0.16029 1.35879
C -1.93336 0.82904 2.09779
N -1.42795 2.07609 2.30724
C -2.24482 2.92422 3.19992
Cl -1.35554 3.23084 4.71508
C -2.77406 4.21023 2.49492
C -2.61867 5.50589 3.25347
Cl -4.54210 3.93821 2.25043
P -0.00244 2.71130 1.66887
O 1.18814 1.90423 1.91642
O 0.11624 4.16804 2.25186
O -0.32097 2.89425 0.11806
N -3.06844 0.39305 2.61545
C -3.22723 -0.86699 2.24931
P -4.68056 -1.88428 2.74385
N -5.81736 -0.98120 3.29768
N -2.18363 -1.21718 1.48627
N -2.00938 -2.50725 0.95350
C -2.49037 -2.68176 -0.19163
S -3.13354 -2.91813 -1.54515
H 4.48873 -1.64975 4.33935
H 3.93766 -1.23379 2.68971
H 2.84496 -2.06329 3.81004
H 2.57295 0.54470 3.46962
H 2.53723 -0.10536 5.11619
H 4.44831 1.01513 5.67473
H 5.27136 0.51076 4.22678
H 3.28798 2.52274 3.47781
H 4.26780 3.08750 4.78965
H 5.77419 1.87797 2.48868
H 6.24086 2.98551 3.74056
H 4.39770 4.57643 2.76384
H 6.02723 4.56699 2.16376
H 5.45431 3.89826 0.06296
H 3.84308 4.38346 0.55042
H 4.95955 1.58980 0.41682
H 3.53379 1.98199 1.38678
H 3.70425 2.77410 -1.49399
H 2.27954 2.76042 -0.48564
H 3.31436 0.69745 -2.21863
H 1.79427 0.75619 -1.36777
H 4.32243 -0.65412 -0.61653
H 3.24306 -0.16784 0.69882
H 1.68192 -1.40117 -1.42766
H 3.02559 -2.40562 -1.03887
H 0.92370 -2.86769 0.26834
H 2.35718 -2.70731 1.23011
H 1.64723 -0.36435 1.84146
H 0.46499 -1.56613 2.24837
H 0.27708 0.58281 0.20681
H -0.31968 -0.95715 -0.28958
H -3.11628 2.37657 3.51698
H -2.36525 4.27860 1.49421
H -2.99723 5.44578 4.26482
H -3.22817 6.24820 2.74379
H -1.60391 5.88205 3.22639
H 0.63767 4.69643 1.63248
H 0.52035 2.72832 -0.33953
H -4.21609 -2.84034 3.66739
H -5.08461 -2.55857 1.57378
H -5.55791 -0.00143 3.30840
C -3.25271 -4.54425 -9.07065
C -4.54755 -4.39692 -8.27671
C -4.53678 -3.21332 -7.31022
C -3.47201 -3.28822 -6.21476
C -3.54496 -4.53251 -5.33084
C -4.85067 -4.64423 -4.54793
H -2.39620 -4.72784 -8.41992
H -3.32069 -5.38275 -9.76406
H -3.05028 -3.64395 -9.65381
H -4.75440 -5.32500 -7.73659
H -5.37615 -4.26179 -8.97544
H -5.52604 -3.11897 -6.85367
H -4.38126 -2.29212 -7.87940
H -3.56393 -2.39688 -5.58297
H -2.47772 -3.23280 -6.66551
H -2.70893 -4.50378 -4.62370
H -3.40220 -5.43338 -5.93130
H -4.99438 -3.77015 -3.90512
H -4.84401 -5.53105 -3.91161
H -5.71524 -4.72139 -5.20621
*
```

Output
LUMO in eV: -4.348
Frontier orbital gap in eV: 7.54
Maximum force in eV/Å: 2.15
HOMO level in eV: -11.9
Energy in Ha: -3617.05878



5.
DFT (ωB97M-V/def2-TZVPD) results for C12H10N4O6Pt as an isolated structure.

Geometry as ORCA input:
```
! wB97M-V def2-TZVPD RIJCOSX def2/J DEFGRID3
* xyz 0 1
Pt 0.57435 -1.13038 0.21516
O -3.94152 -2.37738 -3.42045
C -2.90584 -2.33856 -2.56202
C -1.58943 -2.54342 -2.97258
C -0.59077 -2.39637 -2.04491
N -0.87301 -2.07652 -0.78302
C -2.12808 -1.90074 -0.36736
C -3.18256 -2.04446 -1.22856
C -2.24645 -1.46687 1.06488
O -3.33382 -1.39830 1.58894
O -1.09338 -1.19761 1.60621
C 0.88917 -2.50480 -2.32431
O 1.26662 -2.88007 -3.41090
O 1.60358 -2.19093 -1.29140
H -3.62413 -2.54087 -4.31519
H -1.32893 -2.78478 -3.99590
H -4.19545 -1.88622 -0.88415
C 2.84440 3.66083 -0.15052
N 2.22523 2.78488 0.84416
C 2.00293 3.17825 2.11592
C 1.37159 2.39539 3.00284
C 0.90465 1.11913 2.56355
N 1.19392 0.67458 1.32921
C 1.82798 1.51425 0.40472
O 2.04178 1.20623 -0.74330
N 0.18018 0.34964 3.36674
H 3.08552 4.61267 0.31685
H 2.16190 3.81260 -0.98220
H 3.74383 3.19523 -0.54438
H 2.34520 4.17170 2.37371
H 1.19775 2.73215 4.01317
H -0.11303 0.69411 4.26170
H -0.31419 -0.44336 2.95337
*
```

Output
LUMO (alpha / beta) in eV: -0.236 / -0.237
Frontier orbital gap (alpha / beta) in eV: 8.39 / 8.39
Maximum force in eV/Å: 3.52
HOMO level (alpha / beta) in eV: -8.6 / -8.6
Energy in Ha: -1253.13724



6.
DFT (ωB97M-V/def2-TZVPD) results for an isolated ion of composition C24H35N4O4S and charge +1.

Geometry as ORCA input:
```
! wB97M-V def2-TZVPD RIJCOSX def2/J DEFGRID3
* xyz 1 1
C 1.83714 3.18406 -2.30040
C 0.59283 2.75506 -3.07594
N -0.64689 2.85536 -2.34069
C -1.40286 4.08817 -2.28160
C -0.80155 5.16415 -1.38198
S -1.05598 1.64401 -1.33723
O -2.43082 1.75701 -0.96987
O -0.66640 0.38082 -1.97426
C -0.10157 1.63368 0.17755
C -0.46159 2.29628 1.33819
C 0.19201 2.00879 2.51781
C 1.14536 0.97204 2.63881
N 1.75930 0.69538 3.82353
C 1.70440 1.60672 4.95353
C 0.62103 1.17157 5.94880
O 0.86433 -0.14577 6.38401
C 0.91115 -1.04308 5.30594
C 2.00578 -0.65666 4.29501
C 1.45900 0.28236 1.43976
N 2.28476 -0.86238 1.34148
C 1.95472 -1.93983 0.58464
O 2.76827 -2.73324 0.17953
C 0.43570 -2.20037 0.39834
N -0.06857 -2.03748 -0.98129
C 0.71703 -2.71827 -2.03883
C -0.08363 -2.64329 -3.33927
C -1.43279 -3.28804 -3.14888
C -1.60053 -4.65409 -3.33889
C -2.83128 -5.24599 -3.11476
C -3.90521 -4.47993 -2.69068
C -3.74767 -3.11809 -2.49763
C -2.51612 -2.52267 -2.72125
C 0.89637 0.68496 0.24282
H 2.72006 2.97036 -2.89727
H 1.82260 4.24810 -2.08734
H 1.91455 2.64585 -1.35871
H 0.68611 1.70654 -3.36934
H 0.49402 3.35548 -3.98352
H -1.51142 4.46879 -3.30123
H -2.39033 3.80602 -1.91314
H -0.55429 4.75627 -0.40460
H -1.52620 5.96312 -1.25072
H 0.09487 5.59278 -1.82109
H -1.26569 3.01365 1.32021
H -0.10564 2.54919 3.40049
H 1.55671 2.63116 4.61898
H 2.67512 1.54572 5.45679
H 0.63972 1.79690 6.84161
H -0.37302 1.23450 5.47918
H 1.11845 -2.02468 5.73363
H -0.06358 -1.06827 4.79018
H 2.00482 -1.37070 3.47611
H 2.97797 -0.67768 4.79663
H 3.26680 -0.78050 1.58101
H -0.14851 -1.57008 1.06931
H 0.30378 -3.25073 0.68118
H -0.21093 -1.02101 -1.27888
H -1.02232 -2.43631 -1.05451
H 0.88240 -3.75620 -1.74109
H 1.68742 -2.23349 -2.14361
H -0.20980 -1.59609 -3.61917
H 0.47380 -3.15058 -4.12566
H -0.76756 -5.25264 -3.67711
H -2.95426 -6.30551 -3.27691
H -4.86522 -4.94212 -2.52220
H -4.58312 -2.51352 -2.17982
H -2.40936 -1.45146 -2.60783
H 1.24631 0.22588 -0.66782
*
```

Output
LUMO in eV: -2.211
Frontier orbital gap in eV: 8.64
Maximum force in eV/Å: 1.19
Structure (SMILES): CCN(CC)S(=O)(=O)c1ccc(N2CCOCC2)c(NC(=O)C[NH2+]CCc2ccccc2)c1
HOMO level in eV: -10.8
Energy in Ha: -1853.47234



Among the records above, which one has the lowest energy?
C27H55Cl2N6O3P2S